Formula: C3H3BrO2
Source: the OMol25 dataset
Level of theory: wB97M-V/def2-TZVPD

The molecular weight is 151.0 Da. The calculation puts the lowest unoccupied orbital energy at 0.23 eV. Its energy relative to the best compared isomer or geometry (same formula, charge and spin) is 72.3 kcal/mol.

Atoms and positions in Å:
C  -0.50030  -1.68196  0.08354
C  -0.16953  1.34437  -0.14573
C  0.55559  0.07346  0.06710
O  -1.10487  -2.05403  -0.84056
O  0.39071  0.97004  1.14231
Br  2.34622  -0.15836  -0.64486
H  -0.47484  -1.86554  1.14044
H  0.15628  2.29459  -0.70418
H  -1.19925  1.07743  -0.09806

Formula: C3H9N3S
Source: the OMol25 dataset
Level of theory: wB97M-V/def2-TZVPD

Its SMILES is CCS/N=C\NN. The molecular weight is 119.2 Da. The calculation puts the lowest unoccupied orbital energy at 0.87 eV. Its energy relative to the best compared isomer or geometry (same formula, charge and spin) is 85.5 kcal/mol.

Atoms and positions in Å:
C  -3.15809  0.56655  0.42559
C  -2.28328  -0.56382  -0.23020
S  -0.35959  -0.72801  0.01074
N  0.09799  0.83653  -0.51650
C  1.28801  1.17520  -0.14226
N  2.39076  0.45073  0.32907
N  2.65237  -0.88565  0.07618
H  -3.02921  0.51841  1.59455
H  -4.16206  0.69324  -0.03656
H  -2.53550  1.54242  0.27027
H  -2.67813  -1.57573  -0.28827
H  -2.36792  -0.16435  -1.38316
H  1.80080  2.17611  -0.52842
H  3.16745  1.13758  0.68888
H  2.05022  -1.39789  0.86820
H  2.44010  -1.16049  -0.89736

Formula: C52H46AsN6O4PtS2Te
Source: the OMol25 dataset
Level of theory: wB97M-V/def2-TZVPD

The spin multiplicity is 5. As for the expectation value of S²: 6.059. The molecular weight is 1280.7 Da. The calculation puts the lowest unoccupied orbital energy (alpha / beta) at -2.94 / -5.07 eV. Its energy relative to the best compared isomer or geometry (same formula, charge and spin) is 13.4 kcal/mol. As for the net charge: +1.

Atoms and positions in Å:
Pt  0.43654  0.43138  -0.23986
N  -0.10501  8.85732  1.56250
C  -0.06017  7.49189  1.68868
C  0.78295  6.72849  0.86965
C  0.80451  5.35431  0.97902
C  -0.01580  4.72106  1.90368
C  -0.85461  5.46112  2.72496
C  -0.87364  6.83702  2.62072
S  0.02352  2.98549  2.05116
O  -0.97788  2.60818  3.02366
O  1.38385  2.58343  2.31142
N  -0.31677  2.33180  0.57492
C  -1.62668  2.35066  0.13837
N  -2.51531  3.27076  0.51459
C  -3.74507  3.12680  0.04020
C  -4.11508  2.10614  -0.82981
C  -3.10691  1.25107  -1.21574
N  -1.86826  1.36609  -0.73960
H  0.56786  9.33119  0.99051
H  -0.59940  9.40712  2.23935
H  1.42704  7.22797  0.15386
H  1.46855  4.76733  0.36187
H  -1.49082  4.94806  3.43404
H  -1.52351  7.42087  3.26248
H  -4.46407  3.87427  0.35998
H  -5.12590  2.00091  -1.19600
H  -3.27872  0.45395  -1.93388
O  -0.56995  -3.29207  -3.00965
S  0.39219  -2.26070  -2.73221
O  1.79135  -2.57360  -2.81905
N  0.16425  -1.68006  -1.13984
C  -0.26571  -2.59982  -0.26376
C  -0.12314  -4.01633  -0.43481
C  -0.71310  -4.91131  0.43590
C  -1.45673  -4.45858  1.50686
C  -1.53782  -3.07231  1.80091
C  -2.20672  -2.59735  2.94433
C  -2.17737  -1.26398  3.23241
C  -1.47846  -0.40541  2.37450
N  -0.87574  -0.82831  1.27600
C  -0.90201  -2.13646  0.97001
C  0.05204  -0.95056  -3.86361
C  -0.75351  0.14362  -3.60765
C  -1.00166  1.04761  -4.63096
C  -0.46006  0.84136  -5.89059
C  0.32448  -0.27923  -6.14127
C  0.58502  -1.18831  -5.13104
H  0.46940  -4.39521  -1.25143
H  -0.59640  -5.97183  0.26017
H  -1.95893  -5.15962  2.16425
H  -2.72148  -3.30137  3.58782
H  -2.65415  -0.86042  4.11476
H  -1.40598  0.65414  2.59409
H  -1.18919  0.29193  -2.63585
H  -1.61983  1.91578  -4.43664
H  -0.65520  1.55069  -6.68504
H  0.73339  -0.44790  -7.12995
H  1.19343  -2.06587  -5.31215
C  1.79827  5.09895  -6.83509
C  1.86745  4.05656  -5.75236
C  1.22609  4.24245  -4.53285
C  1.29812  3.30129  -3.51581
C  0.56246  3.55301  -2.23231
C  2.06420  2.14347  -3.72945
Te  2.41150  0.78610  -2.17434
C  2.69550  1.91072  -4.96312
C  3.51812  0.68254  -5.27481
C  2.57656  2.87941  -5.95185
H  1.32969  6.01402  -6.47630
H  1.22259  4.73535  -7.68891
H  2.79685  5.34372  -7.19884
H  0.65577  5.15052  -4.36537
H  0.05427  4.51693  -2.25857
H  1.23640  3.54298  -1.37690
H  -0.18179  2.77724  -2.04705
H  3.28859  -0.16468  -4.63080
H  4.58369  0.90170  -5.17014
H  3.34911  0.37120  -6.30571
H  3.06134  2.70778  -6.90893
C  6.23784  -3.03195  0.86793
C  5.63100  -2.87749  2.10691
C  4.48893  -2.09903  2.23529
C  3.93879  -1.46450  1.12149
C  4.54980  -1.62763  -0.11526
C  5.69077  -2.40857  -0.24239
As  2.52436  -0.11842  1.38815
C  3.73252  1.32990  1.85690
C  4.03329  2.31906  0.93070
C  4.87371  3.36743  1.27632
C  5.41222  3.43268  2.55338
C  5.13417  2.43013  3.47151
C  4.29651  1.37842  3.12545
C  1.76532  -0.75068  3.04929
C  1.44782  -2.10643  3.13086
C  0.86923  -2.61675  4.28276
C  0.58816  -1.77198  5.35237
C  0.87737  -0.41966  5.25921
C  1.46249  0.09688  4.10767
H  7.13354  -3.63235  0.77088
H  6.04962  -3.35725  2.98280
H  4.04259  -1.98623  3.21294
H  4.14997  -1.15522  -0.99918
H  6.15343  -2.52453  -1.21457
H  3.60712  2.28801  -0.06211
H  5.10029  4.13837  0.55035
H  6.04419  4.26507  2.83517
H  5.56883  2.46505  4.46246
H  4.08814  0.60033  3.84849
H  1.67651  -2.77145  2.30460
H  0.64783  -3.67565  4.35063
H  0.14465  -2.17192  6.25587
H  0.64718  0.24341  6.08379
H  1.67582  1.15481  4.03350

What did the second record say?
Formula: C3H9N3S
Source: the OMol25 dataset
Level of theory: wB97M-V/def2-TZVPD

Its SMILES is CCS/N=C\NN. The molecular weight is 119.2 Da. The calculation puts the lowest unoccupied orbital energy at 0.87 eV. Its energy relative to the best compared isomer or geometry (same formula, charge and spin) is 85.5 kcal/mol.

Atoms and positions in Å:
C  -3.15809  0.56655  0.42559
C  -2.28328  -0.56382  -0.23020
S  -0.35959  -0.72801  0.01074
N  0.09799  0.83653  -0.51650
C  1.28801  1.17520  -0.14226
N  2.39076  0.45073  0.32907
N  2.65237  -0.88565  0.07618
H  -3.02921  0.51841  1.59455
H  -4.16206  0.69324  -0.03656
H  -2.53550  1.54242  0.27027
H  -2.67813  -1.57573  -0.28827
H  -2.36792  -0.16435  -1.38316
H  1.80080  2.17611  -0.52842
H  3.16745  1.13758  0.68888
H  2.05022  -1.39789  0.86820
H  2.44010  -1.16049  -0.89736

- The lowest energy relative to the best compared isomer or geometry (same formula, charge and spin) belongs to which entry?
  C52H46AsN6O4PtS2Te

- Which formula does entry 2 have?
  C3H9N3S

- What is the formula in the second record?
  C3H9N3S